1.
C43H54Cl52N3O | ωB97M-V/def2-TZVPD

As for the spin multiplicity: 1. The calculation puts the total energy at -703137.412 eV. The charge is +1.

Last column: Mulliken charge in e.
Atoms and positions in Å:
Cl 3.25503 8.83220 -2.37228  -0.0884
Cl 6.27452 1.33573 -3.63456  0.1223
Cl -3.45560 -3.08414 5.84251  0.0326
Cl -4.83571 3.20456 -8.31031  -0.0868
Cl -8.47591 6.65031 -0.46760  -0.0332
Cl 8.32046 5.43651 -2.11660  -0.0384
Cl -0.61912 -2.69394 5.44983  -0.1075
Cl -6.38319 -11.68430 6.26462  -0.0900
Cl 7.56682 -0.41593 -5.53078  -0.1138
Cl -1.15646 -8.11561 2.78455  -0.0845
Cl -9.74406 -6.86803 11.35270  -0.0938
Cl -1.52112 -5.36237 3.58361  0.1040
Cl -3.30034 -6.54971 1.64587  -0.0766
Cl 5.14143 6.89612 -1.36910  -0.0448
Cl -9.81921 4.83690 -2.26006  -0.1001
Cl 9.71962 5.19774 0.40570  -0.1005
Cl -4.58060 -5.28087 4.23465  -0.0028
Cl 11.08690 4.64051 -2.07379  -0.0872
Cl 2.93705 5.47589 -6.52876  -0.0797
Cl -9.03405 10.31786 2.34323  -0.0924
Cl -7.47925 -9.39706 7.65303  -0.0580
Cl 4.92569 6.05325 -4.52457  0.0470
Cl 1.40292 0.81387 10.13707  -0.1062
Cl -4.88251 3.65224 -5.46137  -0.0612
Cl -10.83340 9.14654 0.41966  -0.0874
Cl -1.60893 -3.68292 7.96771  -0.1419
Cl -2.71663 4.70206 -7.04899  -0.0915
Cl -7.10994 -6.36579 12.42407  -0.0964
Cl -8.33326 10.29129 -0.45358  -0.0952
Cl -1.08799 0.24825 11.47583  -0.1012
Cl -7.65668 -8.84483 11.05638  -0.0742
Cl 5.31835 6.93415 -7.24175  -0.0877
Cl 1.35044 -0.99958 12.38030  -0.0985
Cl 9.04043 2.84386 -1.12368  -0.0383
Cl -7.51188 -6.40005 9.57175  -0.0479
Cl 0.16869 -1.77826 9.86281  -0.0203
Cl 2.57801 7.20367 -0.08812  -0.1017
Cl 8.97817 1.86694 -4.46911  -0.0536
Cl -3.41378 -7.34555 4.41447  -0.0466
Cl -5.04463 -10.62089 8.59255  -0.0984
Cl 8.41612 -0.39653 -2.77310  -0.0994
Cl -2.93407 1.86348 -6.60448  -0.0780
Cl 4.57173 9.27418 0.15559  -0.0919
Cl -6.95318 5.12891 -2.38579  -0.0755
Cl -10.45393 12.00506 0.48397  -0.0938
Cl -5.75800 -5.79800 6.81564  0.0326
Cl -8.17060 3.80051 -0.13277  -0.0970
Cl 5.49408 4.12961 -6.59058  -0.0705
Cl -2.10138 -0.92789 7.18126  -0.1056
Cl -5.52834 -3.09037 5.85415  -0.0923
Cl -5.08039 -9.11050 6.13007  -0.0518
Cl -7.41284 -4.90235 4.63197  -0.1119
O -3.76752 0.09113 -2.24036  -0.4576
N 0.26335 -0.86085 -0.53779  -0.2110
N -0.68080 -2.84291 -1.35397  0.0458
N 0.08050 -1.18857 -2.80717  -0.4564
C -0.86956 -3.49394 -0.05512  -0.8079
C 0.87889 2.42339 -1.77145  -1.2514
C 3.45733 2.87753 -1.86073  -0.0522
C -1.94916 -2.58863 6.62074  0.2888
C 0.13539 0.56255 -4.49141  0.7049
C -2.62946 -0.05626 -3.06903  -0.7130
C -2.34488 -6.85155 3.10906  0.1157
C -0.04222 0.31338 -2.97581  0.7645
C -8.01366 -7.11874 11.10888  0.3000
C -5.84253 1.22631 -1.87283  -1.1985
C 2.02900 3.37258 -2.15695  -1.1508
C 1.96127 0.65301 0.35995  -1.9938
C -8.35961 5.10784 -1.30786  0.3060
C -0.13554 -1.65238 -1.55878  -0.3557
C -9.66550 10.44276 0.69911  0.3575
C 3.42223 -5.55391 0.90905  -0.6409
C -0.15597 -4.85713 0.02283  -0.7524
C 3.03351 -0.19402 1.09164  1.5262
C 1.10234 0.94049 -2.11556  0.0899
C -3.84931 3.36244 -6.86301  0.2795
C 5.51706 2.91627 -0.41839  -1.0644
C 1.42858 0.01327 -0.92050  1.0366
C -1.44217 0.72859 -2.48977  -2.2457
C 4.71146 -5.37987 0.40988  -0.6903
C 4.15864 3.58781 -0.70843  0.5972
C 2.38020 -1.16972 2.09526  -1.8069
C 0.46099 -0.43052 10.96758  0.3197
C 2.64807 -3.77656 -0.49027  0.6508
C -4.41689 1.34261 -2.37395  0.3175
C 4.67042 5.64939 -6.22435  0.1600
C 3.88488 8.06040 -0.91765  0.2138
C 0.07566 2.03497 -4.88437  -1.9085
C -5.82444 -4.76598 5.38489  0.2243
C -6.00137 -10.21638 7.16371  0.2829
C 4.98078 -4.39601 -0.53819  -0.7166
C 2.36608 -4.75128 0.47455  0.0996
C 9.54999 4.53153 -1.21711  0.2529
C 1.37349 -0.20096 -5.05572  -0.4972
C 3.93305 -3.59879 -0.99685  -0.8538
C 0.98079 -4.92804 1.05502  -0.6194
C 7.81611 0.59568 -4.10679  0.1302
C 2.25169 0.56417 -6.04697  -1.5097
C 3.98966 0.73108 1.87254  -1.5476
H 4.03357 1.73502 1.45451  0.1428
H -6.34197 0.36474 -2.31458  0.3489
H 1.99636 0.89333 -2.74070  0.9058
H 1.96898 3.67954 -3.19990  0.2506
H 2.71550 1.42151 -5.55763  0.2613
H -0.77716 2.54420 -4.43736  0.1755
H -2.45891 -1.13247 -3.10388  0.1782
H -6.41037 2.11706 -2.14872  0.1974
H 4.40891 4.61790 -0.95676  -0.9170
H -0.58137 -2.82156 0.74769  0.3971
H -0.09394 2.09194 -5.95994  0.7777
H 2.01464 -0.53903 -4.23967  0.2291
H 2.32820 1.66371 0.20919  -0.1861
H -0.73350 0.09253 -4.97174  0.9591
H -0.90505 -5.61948 0.23349  0.3862
H 1.11170 0.74750 1.04451  0.7171
H 0.66757 2.56392 -0.71014  0.8209
H 3.61591 0.84336 2.89340  0.5173
H 1.68054 0.93648 -6.89665  0.2881
H 5.52756 -5.99652 0.76546  0.3898
H 1.00232 2.56540 -4.69183  -0.0795
H 1.87608 4.28439 -1.57240  0.4346
H 2.10274 -2.12577 1.63900  -0.0213
H -5.88360 1.14882 -0.78636  0.3102
H 5.98152 -4.24701 -0.91990  0.4423
H 0.94235 -5.90650 1.53621  0.3452
H 0.82666 -4.19523 1.85286  0.3673
H 5.82819 3.07808 0.61366  0.4152
H -4.43163 1.66329 -3.42254  0.0235
H -1.52146 0.66787 -1.40266  0.5133
H -0.96093 -3.37326 -2.16342  0.2570
H 3.04187 -0.08480 -6.42038  0.4848
H 6.28223 3.28183 -1.09951  0.0019
H 4.10465 -2.82300 -1.73411  0.5601
H -2.88328 0.33115 -4.06112  0.3008
H 3.03090 -1.36066 2.94765  0.5341
H -1.61504 1.77597 -2.73167  1.1479
H 0.55900 -1.40889 0.26388  0.1726
H 1.46540 -0.73060 2.50663  0.4004
H -0.00662 2.79806 -2.27984  0.2507
H 3.26032 -6.32688 1.65156  0.4096
H 1.01857 -1.11199 -5.54357  0.3455
H 3.49669 1.80307 -1.65419  -0.0340
H -1.94201 -3.66170 0.06102  0.4127
H 4.07696 3.01837 -2.75344  0.5507
H 4.98972 0.30659 1.94051  0.3469
H 5.44952 1.83339 -0.56239  0.2895
H 1.84305 -3.14879 -0.85767  0.4622
H 3.57055 3.55126 0.21289  0.5964
H -0.49865 -1.66377 -3.48918  0.7874
H 0.25662 -5.10441 -0.95807  0.6101
H 3.58907 -0.78881 0.36180  0.1342
H 2.18856 -0.69226 -1.27411  0.0652
H -3.90775 2.12015 -1.79126  0.2161


2.
C22H11F5N4PdSSe | ωB97M-V/def2-TZVPD

As for the spin multiplicity: 1. The calculation puts the total energy at -122201.089 eV.

Last column: natural (NBO) charge in e.
Atoms and positions in Å:
Pd 0.10693 0.96575 1.15841  0.6847
Se 2.02646 1.26386 2.50556  0.0027
S -1.34260 2.91070 1.61938  -0.0860
F 1.89425 5.23885 5.90813  -0.2882
F -1.28981 1.83638 6.54016  -0.2968
F -0.19710 4.20502 7.29671  -0.2853
F 2.87910 3.93929 3.78108  -0.2940
F -0.30277 0.50891 4.43454  -0.3018
N -0.56851 -1.30886 1.94453  -0.4341
N 1.30443 -0.68786 0.01999  -0.4361
N 1.41098 1.89697 -0.93759  -0.4249
N -1.88293 0.85162 -0.19016  -0.4163
C 1.35774 4.07495 5.53336  0.2599
C -1.84164 1.80363 0.50086  -0.0027
C 1.31792 2.17948 4.01938  -0.3243
C 2.31981 -0.32371 -0.77126  0.2000
C -0.26422 2.34762 5.85302  0.2980
C 1.30050 3.08698 -1.50968  0.0614
C 1.85560 3.39077 4.43869  0.3289
C -2.12365 -2.89371 2.80290  -0.2432
C 2.22126 0.98973 -1.47117  0.1624
C 3.42422 -1.14777 -0.96030  -0.2286
C 0.10816 -2.29170 1.36281  0.1667
C -0.29712 -3.62030 1.45041  -0.2292
C 2.93124 1.24025 -2.64352  -0.2283
C 0.25558 1.67681 4.76233  0.3191
C -1.65701 -1.59869 2.64500  0.0686
C 2.37382 -2.77972 0.42091  -0.2279
C -1.42946 -3.92095 2.18718  -0.1593
C 3.45609 -2.38232 -0.34006  -0.1456
C 1.30841 -1.90113 0.57730  0.2049
C 2.81455 2.48480 -3.23869  -0.1625
C 0.29016 3.55347 6.24162  0.2695
C 1.99209 3.43576 -2.65912  -0.2425
H 0.24350 -4.39937 0.93086  0.2191
H 4.25979 -0.81411 -1.55735  0.2252
H 3.35676 2.70553 -4.14894  0.2211
H 2.36847 -3.73740 0.92101  0.2264
H 0.62590 3.78329 -1.02307  0.2102
H -1.77076 -4.94457 2.26992  0.2217
H 1.87750 4.42076 -3.08967  0.2256
H -3.01314 -3.08474 3.38670  0.2268
H 4.31916 -3.02631 -0.44602  0.2248
H 3.54402 0.47642 -3.10057  0.2170
H -2.16766 -0.75727 3.09764  0.2130


3.
C34H37AsN4O8Pb | ωB97M-V/def2-TZVPD

As for the spin multiplicity: 1. The calculation puts the total energy at -124289.583 eV. The charge is -2.

Last column: natural (NBO) charge in e.
Atoms and positions in Å:
Pb -0.44388 -0.61939 -0.11915  1.5260
As 1.13158 1.92820 0.17512  0.9953
O 0.12419 -0.47887 2.45827  -0.8052
O 1.77528 -0.49180 -1.63478  -0.8206
O -1.34085 0.40727 -2.17673  -0.8193
O -3.74639 2.33246 0.98461  -0.7185
O -0.28150 -1.49751 4.42786  -0.7446
O -3.03403 0.49234 -3.66784  -0.7218
O -1.74783 1.44015 0.44428  -0.8351
O 3.10514 -1.52069 -3.13523  -0.7360
N 0.91772 -3.21979 -0.99139  -0.4517
N -2.81788 -1.13214 1.13969  -0.4811
N -0.69241 -3.27459 1.51645  -0.4526
N -2.01669 -2.37717 -1.73449  -0.4839
C 3.91949 1.59799 -0.58563  -0.2489
C 0.59541 5.16122 -3.17506  -0.2210
C -2.24639 -0.08689 -2.91015  0.7732
C 0.38766 5.43909 -1.82966  -0.2023
C 3.64557 2.71002 1.52794  -0.2440
C -2.29201 -1.62854 -2.96740  -0.3399
C 0.57226 3.39518 1.30888  -0.3206
C 0.55709 4.43450 -0.88408  -0.0815
C -0.22673 -4.50633 0.89955  -0.2119
C 2.38416 -1.48891 -2.12547  0.7717
C 0.30936 3.33509 2.66832  -0.1996
C 5.29822 1.67465 -0.44493  -0.2083
C -0.37040 5.64459 2.60713  -0.2210
C -2.05053 -3.43188 2.02128  -0.2044
C -3.22625 -2.58481 -0.93649  -0.2082
C 2.28466 -2.79835 -1.31108  -0.3236
C -3.65637 -1.42987 -0.02631  -0.2375
C 0.33136 4.56090 0.57712  0.0408
C 1.12918 2.87151 -2.64895  -0.1240
C -2.90624 1.42517 0.95641  0.7833
C 5.02704 2.78201 1.66914  -0.2299
C 0.94886 3.16198 -1.30732  -0.3017
C 0.17628 -3.47726 -2.22253  -0.2296
C -3.26961 0.14124 1.72493  -0.3343
C -2.82516 -2.12878 2.21450  -0.2399
C 0.95855 3.88233 -3.58561  -0.2326
C 0.24913 -2.86374 2.56295  -0.3331
C -0.14020 5.68982 1.23774  -0.2178
C -0.15189 4.47101 3.32231  -0.2220
C -1.33255 -3.63156 -2.05660  -0.2047
C 5.85689 2.26765 0.68225  -0.2413
C -0.01632 -1.48294 3.21352  0.7678
C 3.08034 2.12927 0.39653  -0.2037
C 0.95177 -4.35087 -0.07293  -0.2120
H -2.77317 0.25858 2.69021  0.2275
H -0.75524 6.52106 3.11501  0.1932
H -2.40651 -1.63533 3.08936  0.2415
H -4.35462 0.12978 1.89292  0.1739
H 0.43358 2.39758 3.20107  0.2415
H -3.08577 -3.48069 -0.33832  0.1887
H 0.09503 -5.23087 1.67154  0.1608
H -1.51375 -1.87648 -3.69337  0.2076
H 0.26128 -3.61390 3.36621  0.1664
H -1.72758 -4.05624 -2.99344  0.1697
H -2.05043 -3.93036 3.00609  0.1750
H -3.71568 -0.51352 -0.62206  0.2411
H 1.08244 3.66765 -4.63962  0.2011
H -3.25448 -1.93365 -3.39605  0.1779
H 2.80522 -2.60955 -0.36846  0.2029
H -3.86270 -2.40617 2.47885  0.1612
H 5.93891 1.25822 -1.21361  0.2028
H -0.37125 4.43466 4.38325  0.2000
H 0.36848 -2.64483 -2.90384  0.2308
H 1.03502 -5.30180 -0.62981  0.1600
H -0.35557 6.59755 0.68542  0.1941
H -4.68456 -1.65503 0.30936  0.1645
H -1.06771 -4.97368 0.39409  0.1798
H 1.37331 1.85826 -2.95161  0.2433
H 3.00482 3.12132 2.29725  0.2167
H 2.82701 -3.58106 -1.85994  0.1666
H 6.93403 2.32007 0.79463  0.1915
H 1.24649 -2.80994 2.11685  0.2039
H 1.86760 -4.26676 0.51163  0.2000
H -1.54321 -4.36303 -1.28332  0.1864
H -4.08248 -2.78636 -1.60066  0.1719
H 0.07992 6.43311 -1.52573  0.1926
H 3.48417 1.10306 -1.44735  0.2573
H 0.44951 5.94302 -3.91127  0.1921
H 5.45609 3.24084 2.55317  0.1945
H -2.58489 -4.09938 1.34901  0.1756
H 0.56162 -4.38913 -2.71442  0.1572